(1)
C4H8O2 | ωB97M-V/def2-TZVPD

Output
Electronic energy, hartree: -307.5861
Structure (SMILES): C=COCCO
HOMO level, eV: -8.37
LUMO, eV: 0.9680
Frontier orbital gap, Eh: 0.343

Geometry (Å):
C -0.202 1.741 -0.116
C 0.873 1.317 -0.779
O 0.913 0.057 -1.246
C -0.354 -0.743 -0.713
C -0.074 -1.436 0.613
O -0.478 -0.754 1.785
H -1.201 1.417 -0.359
H -0.105 2.555 0.563
H 1.713 1.995 -0.982
H -1.384 -0.320 -0.635
H -0.351 -1.411 -1.552
H -0.643 -2.376 0.604
H 0.992 -1.673 0.618
H 0.302 -0.369 2.199

Atoms 1-2, force components in eV/Å:
0.0 1.3 -0.2
-0.6 0.3 0.6



(2)
C4H7NO | ωB97M-V/def2-TZVPD

Output
Electronic energy, hartree: -286.3554
HOMO level, eV: -7.66
LUMO, eV: 0.5780
Frontier orbital gap, Eh: 0.303

Geometry (Å):
C -1.784 -0.054 0.077
C -0.332 0.046 0.481
N 0.666 -0.516 -0.510
C 1.745 0.290 0.136
C 0.541 1.308 0.085
O 0.403 0.630 -1.384
H -2.166 -1.079 0.176
H -1.927 0.290 -0.949
H -2.375 0.586 0.742
H -0.155 -0.361 1.485
H 0.734 -1.502 -0.878
H 2.567 0.473 -0.561
H 2.081 -0.111 1.097

Atoms 1-2, force components in eV/Å:
0.0 0.0 0.0
-0.2 0.0 0.2